{"formula": "C6H6N", "method": "the ωB97M-V functional and the def2-TZVPD basis", "e_above_lowest_kj_mol": 620.3, "total_charge": 1, "total_energy_ev": -7793.3143, "homo_energy_ev": -15.102, "homo_lumo_gap_ev": 7.7, "largest_force_ha_per_bohr": 0.0922, "multiplicity": 1, "elements": ["C", "H", "C", "C", "H", "C", "H", "H", "C", "N", "H", "C", "H"], "coordinates": [[-2.51130, -0.30941, -0.11870], [2.36301, 0.45146, 0.82689], [-1.52806, -1.12913, -0.22529], [-1.12777, 1.61324, 0.40049], [2.35028, 0.38139, -0.89223], [0.60104, -0.09216, -0.13248], [-3.42438, 0.21687, -0.02649], [2.39996, -1.21786, -0.23258], [1.99231, -0.14332, -0.05738], [-0.20087, -1.00847, -0.23504], [0.98972, 2.02055, 0.56233], [0.12177, 1.40591, 0.30252], [-2.02570, -2.18906, -0.17205]], "forces_ev_per_angstrom": [[1.10, 1.91, 0.50], [-0.15, -1.22, -0.73], [-0.66, -0.77, 0.49], [-0.87, -1.77, -0.82], [0.80, 1.07, -1.38], [-2.97, 3.11, 2.01], [-0.89, -0.13, -0.01], [-0.70, 1.84, 0.92], [3.60, -2.06, 0.52], [-0.37, -3.53, -1.05], [-0.56, 0.09, -0.16], [0.98, 0.13, 0.04], [0.68, 1.31, -0.33]]}


{"formula": "C26H23ClN4O4Pt", "method": "the ωB97M-V functional and the def2-TZVPD basis", "total_energy_ev": -57250.3486, "homo_energy_ev": [-7.635, -8.017], "homo_lumo_gap_ev": [7.0, 6.4], "largest_force_ha_per_bohr": 0.0938, "multiplicity": 3, "elements": ["C", "C", "O", "C", "H", "C", "H", "H", "C", "H", "H", "H", "H", "C", "H", "H", "H", "H", "H", "C", "C", "C", "H", "H", "H", "N", "N", "C", "N", "C", "C", "H", "C", "Cl", "O", "C", "C", "H", "H", "C", "H", "C", "C", "C", "C", "C", "C", "H", "C", "N", "O", "C", "O", "C", "H", "C", "H", "H", "Pt"], "coordinates": [[-2.26401, -2.41822, 1.35824], [3.66213, 1.92526, 1.51208], [3.30186, 0.32278, 4.15903], [2.54482, 0.22010, 3.16195], [0.90806, 3.28175, 2.32844], [-3.03753, -4.08010, -0.34247], [-1.88636, -4.13430, 3.65907], [2.05966, 2.36566, -4.68080], [2.81333, 0.84744, 1.86447], [2.04888, 0.12006, -5.48626], [-3.49276, -4.15002, 1.75568], [-3.37261, -5.03233, -0.62585], [-3.01205, -3.59980, -2.41048], [-2.03449, -1.60380, 0.22952], [4.02967, 1.70487, 3.90191], [2.12253, -1.30582, -1.34375], [-2.34191, 3.86840, -0.52648], [-0.29103, -3.86361, 2.83641], [-0.92611, -1.34502, 2.70883], [-1.99083, 0.87181, -0.07414], [-2.32158, -1.98729, -1.11795], [-0.68415, 4.10899, 0.95411], [-1.66681, -1.80691, -3.02769], [1.95072, -1.83645, -3.86666], [-0.60245, 5.15239, 1.14253], [2.58658, 1.06287, -0.32056], [-1.48476, -0.32791, 0.33878], [-1.54374, 3.43678, 0.10821], [2.14516, 0.22976, 0.79261], [-2.12052, -1.08079, -2.28815], [-1.26606, 2.03411, 0.26556], [-0.79721, -3.06959, 4.52622], [-3.44378, -0.53319, -2.78577], [4.57606, 2.79550, -0.94411], [4.19341, 4.20532, 1.87745], [-1.77050, -2.13120, 2.73928], [-2.95911, -3.63118, 0.96637], [-3.28765, -0.01074, -3.72574], [2.13383, 2.87214, -2.32033], [-2.81887, -3.25619, -1.41040], [-4.13537, -1.37031, -3.13365], [2.09400, 0.21490, -4.38703], [4.05140, 3.05252, 2.36083], [2.07345, -0.77959, -3.45487], [-1.14495, -3.33899, 3.45252], [2.12626, 1.54072, -3.97229], [2.07858, -0.45058, -2.09759], [-2.55934, -1.63283, 3.34818], [3.59755, 1.94197, 0.08902], [-0.13833, 1.86810, 1.06271], [1.37830, -0.42959, 3.15509], [2.29815, 1.86461, -2.63040], [4.35177, 2.73349, 3.66665], [2.29005, 0.83837, -1.67099], [-2.93931, 0.89312, -0.67670], [0.17019, 3.12543, 1.55407], [-3.94974, 0.08870, -2.10806], [-1.40409, -0.26032, -2.03130], [0.10158, -0.12125, 1.58468]], "forces_ev_per_angstrom": [[-1.02, -1.50, -2.69], [-1.64, -1.32, -1.75], [-1.05, 0.16, -1.98], [-2.06, -1.19, 2.18], [0.15, -0.10, -0.21], [-0.74, 0.60, 0.42], [0.15, 0.34, -0.39], [-0.01, -0.31, 0.06], [-0.22, -0.59, -2.44], [0.00, -0.73, 0.78], [0.60, -0.58, 0.02], [-0.79, -1.39, 0.43], [0.13, 0.06, -0.31], [-0.61, 0.01, -1.63], [0.79, 2.21, -0.51], [-0.23, 1.38, -1.02], [0.65, -0.38, 0.59], [-1.53, 1.32, 1.23], [-1.20, -0.92, 0.12], [0.30, -2.21, 0.00], [-0.46, -0.39, 0.61], [0.95, -1.43, 0.25], [-0.32, 1.40, 0.21], [0.30, 1.41, 1.15], [-0.05, 0.55, -0.01], [1.57, 0.42, 2.52], [-0.38, 3.36, 0.58], [-0.85, -0.78, -0.14], [3.02, 3.73, -0.46], [1.05, -0.53, -0.15], [0.14, 0.70, -0.54], [-0.16, -0.19, -2.00], [-0.12, -1.92, -2.50], [0.34, 0.42, -0.34], [-0.61, -3.58, 1.71], [0.22, 0.65, 0.76], [1.00, 1.05, 1.42], [0.10, 0.52, 0.00], [0.51, 0.62, 0.20], [1.17, 1.18, 1.01], [0.73, 0.86, 0.91], [-0.03, 1.58, -1.50], [2.35, 2.64, 0.98], [-0.89, -1.83, -0.58], [0.94, -1.11, 1.01], [0.49, 0.55, 0.74], [0.93, -2.69, 0.86], [0.45, -0.47, -0.20], [-2.49, -1.33, 1.65], [-1.03, 3.26, 0.84], [2.81, 1.04, 1.06], [-1.40, -0.58, 0.07], [-1.56, -1.44, -1.62], [-0.18, -0.54, -1.12], [1.06, 0.12, 0.87], [-1.11, -1.24, -1.20], [-0.73, 0.72, 0.92], [-0.45, -0.80, -0.64], [1.02, -0.77, -0.26]]}


{"formula": "C4H6BrIO", "method": "the ωB97M-V functional and the def2-TZVPD basis", "e_above_lowest_kj_mol": 394.2, "total_energy_ev": -84430.8277, "homo_energy_ev": [-7.944, -8.224], "homo_lumo_gap_ev": [6.6, 7.3], "largest_force_ha_per_bohr": 0.1171, "multiplicity": 1, "elements": ["H", "H", "H", "O", "C", "Br", "H", "H", "C", "H", "C", "C", "I"], "coordinates": [[1.85802, -0.53239, 2.42126], [-1.61524, 1.94689, -0.68550], [-0.10496, 2.09404, -1.53633], [0.59277, -0.32999, -1.38883], [1.68383, -1.10998, 1.58043], [-3.08223, -0.59467, 0.06073], [-1.07099, -1.90125, -0.39726], [-0.19563, 1.93446, 0.33600], [-0.49168, 0.16190, -0.90847], [1.84934, -2.18781, 1.81940], [-1.30351, -0.81989, -0.43339], [-0.60683, 1.65517, -0.78772], [2.48710, -0.31648, -0.08032]], "forces_ev_per_angstrom": [[-0.25, 1.51, 1.43], [-1.25, 0.49, -0.35], [1.83, 1.85, -2.45], [0.56, 0.14, -1.54], [0.83, -1.85, -1.14], [-0.54, 0.41, 0.24], [0.37, 1.13, -0.36], [-0.46, -0.56, -2.90], [0.31, -0.35, 0.73], [-0.36, 0.83, -0.87], [-0.81, -1.02, 0.51], [-0.63, -2.08, 5.61], [0.40, -0.50, 1.10]]}


{"formula": "C6H9N3S", "method": "the ωB97M-V functional and the def2-TZVPD basis", "e_above_lowest_kj_mol": 334.9, "total_energy_ev": -21669.4268, "homo_energy_ev": [-7.350, -7.350], "homo_lumo_gap_ev": [6.4, 6.4], "largest_force_ha_per_bohr": 0.0882, "multiplicity": 1, "elements": ["C", "N", "N", "H", "H", "N", "C", "H", "S", "H", "C", "H", "H", "H", "C", "H", "C", "H", "C"], "coordinates": [[0.78344, -0.51781, 0.31550], [-1.12079, 0.58873, 0.03925], [-3.20349, -0.17114, 0.17010], [-4.07171, 1.57219, -0.39922], [0.61930, -0.37639, 1.31419], [-1.45793, -1.76607, 0.44485], [1.83569, 0.21128, -0.38053], [-1.94589, -2.61194, 0.56744], [0.03370, -1.96441, -0.31083], [3.10184, -0.30197, 1.22728], [-1.92613, 1.62724, -0.23104], [3.81381, 0.61409, -0.24487], [1.59169, 0.14008, -1.48095], [-1.37127, 2.46200, -0.49462], [-1.93760, -0.44447, 0.26385], [3.39584, -1.22799, -0.36684], [-3.17675, 1.14635, -0.23318], [1.77485, 1.23936, -0.30574], [3.26142, -0.21914, 0.10537]], "forces_ev_per_angstrom": [[-2.33, -0.26, -2.30], [2.48, -3.58, 1.27], [-0.37, 0.09, -0.66], [-2.71, 1.86, -0.60], [-0.39, 0.46, 2.52], [2.75, 1.16, 0.11], [0.08, -1.77, -2.20], [-1.18, -0.38, 0.21], [0.57, 0.92, 0.00], [1.08, 0.15, -1.29], [0.89, -0.08, -0.60], [1.56, 0.10, 0.07], [0.89, -0.58, 0.80], [-0.10, 2.06, -0.48], [-0.54, -0.60, -0.10], [0.83, 1.07, 0.66], [0.24, -1.29, 1.21], [-0.60, 2.17, 1.12], [-3.17, -1.52, 0.26]]}